No. 1
{
  "formula": "C25H33N3O5",
  "method": "the ωB97M-V functional and the def2-TZVPD basis",
  "lumo_energy_ha": 0.0172,
  "relative_energy_ev": 1.253,
  "homo_lumo_gap_ev": 8.09,
  "elements": ["C", "C", "O", "C", "C", "C", "C", "O", "N", "C", "C", "C", "C", "N", "C", "C", "N", "C", "C", "O", "C", "C", "C", "C", "C", "C", "O", "C", "C", "C", "O", "C", "C", "H", "H", "H", "H", "H", "H", "H", "H", "H", "H", "H", "H", "H", "H", "H", "H", "H", "H", "H", "H", "H", "H", "H", "H", "H", "H", "H", "H", "H", "H", "H", "H", "H"],
  "coordinates": [[-6.6862, -1.6780, -2.1105], [-5.3988, -1.7578, -1.3035], [-4.8453, -0.4527, -1.2778], [-3.7759, -0.1394, -0.5058], [-3.5968, 1.2340, -0.3270], [-2.5376, 1.7246, 0.4069], [-2.3836, 3.1953, 0.5980], [-3.3044, 3.9292, 0.8949], [-1.1170, 3.6859, 0.4683], [0.0217, 3.0259, -0.0193], [-0.0441, 2.1835, -1.1266], [1.0733, 1.5048, -1.5567], [2.3083, 1.6328, -0.9063], [3.4173, 0.9514, -1.3923], [3.2898, -0.4356, -1.7837], [3.5547, -1.3635, -0.5814], [4.8600, -1.0915, -0.0300], [5.9376, -1.9164, -0.0275], [5.7158, -3.3315, -0.5193], [7.0218, -1.5389, 0.3730], [5.0214, 0.2954, 0.3619], [4.7359, 1.1949, -0.8480], [2.3729, 2.5249, 0.1687], [1.2523, 3.2105, 0.5978], [-1.6426, 0.8415, 1.0025], [-1.7762, -0.5222, 0.8099], [-0.8722, -1.4452, 1.2658], [0.2292, -1.0268, 2.0437], [-0.1405, -0.7441, 3.4971], [-2.8568, -1.0359, 0.0611], [-2.9968, -2.3824, -0.1784], [-2.8414, -3.2869, 0.9085], [-3.6790, -4.5244, 0.6180], [-6.4704, -1.3321, -3.1174], [-7.1513, -2.6585, -2.1616], [-7.3756, -0.9783, -1.6460], [-5.6140, -2.0921, -0.2812], [-4.6991, -2.4618, -1.7657], [-4.3110, 1.9054, -0.7752], [-1.0032, 4.6497, 0.7566], [-0.9780, 2.0661, -1.6532], [0.9869, 0.8832, -2.4337], [4.0270, -0.6399, -2.5678], [2.2959, -0.6378, -2.1767], [2.7985, -1.1604, 0.1887], [3.4675, -2.4030, -0.8880], [4.9419, -3.8286, 0.0611], [6.6499, -3.8734, -0.4005], [5.4388, -3.3375, -1.5712], [4.3208, 0.5183, 1.1746], [6.0455, 0.4253, 0.7140], [5.4615, 0.9590, -1.6346], [4.8496, 2.2471, -0.5926], [3.2977, 2.6893, 0.6980], [1.3315, 3.8834, 1.4397], [-0.8379, 1.2367, 1.5981], [0.9201, -1.8752, 2.0017], [0.7182, -0.1572, 1.5850], [0.7512, -0.4716, 4.0551], [-0.8619, 0.0658, 3.5662], [-0.5789, -1.6326, 3.9446], [-3.1693, -2.8125, 1.8410], [-1.7869, -3.5658, 1.0120], [-3.3825, -4.9529, -0.3353], [-3.5262, -5.2611, 1.4019], [-4.7351, -4.2721, 0.5702]],
  "atomic_forces_ev_per_a": [[0.4, 0.1, 0.3], [-0.4, -0.5, -0.2], [0.1, 0.1, -0.1], [0.3, 0.1, 0.2], [0.1, 0.0, 0.1], [-0.3, -0.5, 0.1], [-0.1, 0.1, 0.1], [-0.2, 0.0, -0.1], [0.2, 0.5, 0.2], [0.5, -0.1, -0.2], [0.1, 0.2, 0.1], [0.0, -0.1, 0.1], [-0.3, 0.3, 0.1], [0.3, 0.0, -0.3], [-0.2, -0.4, 0.2], [-0.2, 0.0, -0.4], [-0.2, 0.3, 0.1], [-0.1, -0.3, 0.0], [0.2, 0.1, 0.1], [0.4, -0.1, 0.0], [0.3, 0.3, 0.0], [0.1, 0.0, 0.3], [0.2, -0.2, -0.1], [-0.4, 0.0, -0.1], [0.0, -0.1, 0.1], [0.0, 0.0, 0.0], [-0.5, 0.0, -0.3], [0.3, 0.1, 0.4], [-0.1, -0.1, -0.4], [-0.1, -0.2, 0.0], [0.2, 0.4, -0.2], [0.0, -0.6, 0.3], [0.1, 0.5, 0.0], [0.0, 0.0, -0.1], [-0.1, -0.1, 0.0], [-0.1, 0.0, 0.0], [0.1, 0.0, -0.1], [-0.1, 0.1, 0.1], [-0.1, 0.1, 0.0], [-0.2, -0.1, -0.1], [-0.1, 0.0, -0.1], [0.0, 0.0, -0.1], [-0.1, -0.1, 0.0], [0.1, 0.0, 0.0], [0.0, -0.1, -0.1], [0.0, 0.0, 0.1], [-0.1, -0.1, 0.0], [0.0, 0.0, 0.0], [-0.1, -0.1, -0.1], [0.0, 0.0, 0.0], [-0.2, 0.0, 0.0], [0.0, 0.0, 0.1], [0.0, 0.0, 0.0], [0.1, 0.0, 0.0], [0.0, 0.0, 0.1], [0.1, 0.0, 0.0], [0.0, 0.2, 0.0], [0.0, -0.1, 0.0], [0.1, 0.0, 0.1], [0.0, 0.1, 0.1], [0.0, -0.1, 0.1], [0.1, 0.0, -0.1], [-0.2, 0.1, 0.0], [0.0, -0.1, -0.1], [0.0, -0.1, 0.1], [-0.1, 0.0, 0.0]],
  "mulliken_charge": [-1.49, 0.06, -0.44, 0.06, -0.78, -0.75, -0.26, -0.66, -0.06, -0.41, -0.30, -0.25, 1.10, 0.05, -0.98, -0.51, 0.05, 1.11, -1.34, -0.66, -0.63, -1.15, -0.44, -1.25, -0.06, 0.96, -0.43, 0.05, -1.32, 0.94, -0.57, -0.03, -1.33, 0.33, 0.41, 0.35, 0.25, 0.25, 0.47, 0.28, 0.58, 0.52, 0.31, 0.40, -0.11, 0.62, 0.33, 0.35, 0.32, 0.29, 0.41, 0.42, 0.54, 0.26, 0.40, 0.80, 0.49, -0.10, 0.46, 0.27, 0.33, 0.29, 0.17, 0.32, 0.43, 0.29]
}

No. 2
{
  "formula": "C25H26IrN5O4",
  "method": "the ωB97M-V functional and the def2-TZVPD basis",
  "lumo_energy_ha": 0.0031,
  "relative_energy_ev": 1.531,
  "homo_lumo_gap_ev": 7.84,
  "elements": ["Ir", "C", "N", "C", "C", "C", "C", "C", "C", "C", "C", "H", "H", "H", "H", "H", "H", "H", "H", "H", "H", "H", "H", "N", "N", "C", "O", "O", "H", "H", "H", "O", "C", "N", "C", "C", "O", "N", "C", "C", "C", "C", "C", "C", "C", "C", "C", "C", "C", "C", "H", "H", "H", "H", "H", "H", "H", "H", "H", "H", "H"],
  "coordinates": [[0.3081, -0.1996, 0.1158], [-1.8850, -0.0631, 2.1286], [-1.2133, -1.0646, 1.2779], [-2.2036, -1.7505, 0.4182], [-0.5078, -2.0731, 2.1120], [0.4871, -2.7691, 1.2444], [0.9940, -4.0315, 1.5129], [2.0372, -4.5372, 0.7475], [2.5565, -3.7767, -0.2922], [2.0364, -2.5183, -0.5735], [1.0004, -2.0053, 0.1963], [-2.5533, -0.5605, 2.8371], [-2.4627, 0.6123, 1.4997], [-1.1404, 0.5072, 2.6759], [-2.9358, -2.2483, 1.0606], [-1.7007, -2.4847, -0.2038], [-2.6973, -1.0327, -0.2236], [-1.2172, -2.7589, 2.5871], [0.0227, -1.5319, 2.8998], [0.5944, -4.6072, 2.3409], [2.4545, -5.5101, 0.9728], [3.3745, -4.1621, -0.8880], [2.4402, -1.9485, -1.4038], [1.4252, 0.7140, -1.3939], [0.9776, 0.2820, -2.6780], [-0.2621, -0.3961, -2.6610], [-0.6573, -0.9378, -3.6608], [-0.8768, -0.3072, -1.5011], [1.1412, 1.6853, -1.2575], [2.4372, 0.6781, -1.3556], [1.6765, -0.2125, -3.2111], [0.1158, 3.2779, 0.8825], [0.7223, 2.6105, 1.7022], [1.2690, 3.0622, 2.8731], [2.0729, 2.0628, 3.5435], [1.7515, 0.8422, 2.6357], [2.1298, -0.2998, 2.8196], [0.9725, 1.2556, 1.5988], [3.5778, 2.3726, 3.4921], [4.5160, 1.3531, 3.6383], [5.8728, 1.6407, 3.6275], [6.3140, 2.9483, 3.4757], [5.3854, 3.9649, 3.3162], [4.0264, 3.6775, 3.3252], [1.6371, 1.8313, 4.9934], [0.9795, 2.8382, 5.6913], [0.6166, 2.6606, 7.0199], [0.9064, 1.4698, 7.6681], [1.5496, 0.4550, 6.9727], [1.9178, 0.6333, 5.6467], [1.2751, 4.0434, 3.0790], [4.1838, 0.3273, 3.7224], [6.5886, 0.8359, 3.7401], [7.3733, 3.1721, 3.4741], [5.7149, 4.9881, 3.1864], [3.3255, 4.4893, 3.1799], [0.7230, 3.7676, 5.1992], [0.1090, 3.4584, 7.5477], [0.6285, 1.3318, 8.7054], [1.7726, -0.4833, 7.4656], [2.3940, -0.1728, 5.1063]],
  "atomic_forces_ev_per_a": [[-2.0, 2.7, -0.8], [-0.1, -0.2, 0.0], [0.4, 0.1, 0.4], [-0.2, -0.1, 0.2], [0.0, -0.1, 0.2], [0.1, -0.3, 0.1], [0.0, 0.1, -0.1], [0.0, 0.0, 0.0], [-0.1, 0.0, 0.0], [-0.1, -0.2, -0.2], [0.7, -0.2, 0.1], [-0.1, 0.0, 0.0], [0.0, 0.0, 0.0], [0.0, 0.0, 0.0], [0.0, 0.0, 0.0], [0.0, 0.0, 0.0], [0.0, 0.1, 0.0], [-0.1, 0.0, -0.1], [0.0, 0.0, 0.0], [0.0, 0.0, 0.0], [0.0, 0.0, 0.0], [0.0, 0.0, 0.0], [0.0, 0.0, 0.0], [0.3, 0.0, 0.6], [0.0, 0.1, -0.2], [-0.1, -0.3, 0.2], [-0.1, 0.1, 0.1], [0.0, -1.1, -0.7], [0.3, 0.2, -0.3], [0.0, 0.0, 0.1], [0.1, 0.1, 0.0], [0.0, -0.1, 0.0], [0.0, 0.0, -0.3], [0.0, 0.0, 0.0], [0.1, -0.1, 0.0], [-0.1, 0.3, 0.0], [0.0, 0.1, 0.1], [1.0, -1.4, 0.7], [0.0, 0.0, -0.1], [0.0, 0.0, 0.0], [0.0, 0.0, 0.0], [0.0, 0.0, 0.0], [0.0, 0.0, 0.0], [0.0, 0.0, 0.0], [-0.1, 0.0, -0.1], [0.0, 0.0, 0.0], [0.0, 0.0, 0.0], [0.0, 0.0, 0.0], [0.0, 0.0, 0.0], [0.0, 0.0, 0.0], [0.0, 0.0, -0.1], [0.0, 0.0, 0.1], [0.0, 0.0, 0.0], [0.0, 0.0, 0.0], [0.0, 0.0, 0.0], [0.0, 0.0, 0.0], [0.0, 0.0, 0.0], [0.0, 0.0, 0.0], [0.0, 0.0, 0.0], [0.0, 0.0, 0.0], [0.0, 0.0, 0.0]],
  "mulliken_charge": [1.49, -0.81, -0.25, -1.16, -1.11, 1.34, -0.93, -0.66, -0.83, -0.51, 0.53, 0.36, 0.29, 0.20, 0.40, 0.38, 0.37, 0.54, 0.20, 0.43, 0.38, 0.42, 0.23, -0.37, -0.40, 0.55, -0.63, -0.66, 0.39, 0.34, 0.27, -0.75, -0.22, 0.13, 3.05, -0.11, -0.64, -0.35, -0.27, -0.04, -0.98, -0.43, -0.92, -0.22, -0.48, -0.16, -0.85, -0.46, -0.94, -0.02, 0.30, 0.35, 0.40, 0.39, 0.39, 0.25, 0.31, 0.39, 0.39, 0.40, 0.28]
}

No. 3
{
  "formula": "C7H9O2P",
  "method": "the ωB97M-V functional and the def2-TZVPD basis",
  "lumo_energy_ha": 0.0236,
  "relative_energy_ev": 1.956,
  "homo_lumo_gap_ev": 9.24,
  "elements": ["O", "C", "C", "C", "C", "C", "O", "C", "C", "P", "H", "H", "H", "H", "H", "H", "H", "H", "H"],
  "coordinates": [[0.0013, 0.7112, 2.0922], [0.5220, 0.0467, 1.0800], [1.7523, -0.6360, 1.1086], [2.1507, -1.3611, 0.0748], [1.3498, -1.6508, -1.0047], [0.2193, -0.9360, -1.0761], [-0.7516, -1.1530, -2.0337], [-0.1923, -0.0004, -0.0767], [-1.5964, 0.5419, -0.1237], [-1.8460, 2.0573, 0.9219], [0.4975, 0.4259, 2.8542], [2.3297, -0.7102, 2.1245], [3.0147, -2.0074, 0.1196], [1.5762, -2.5650, -1.6955], [-0.5473, -1.8809, -2.6864], [-2.2601, -0.3187, 0.0174], [-1.8919, 0.7721, -1.1449], [-1.9486, 1.3080, 2.1704], [-3.2797, 1.9367, 0.7212]],
  "atomic_forces_ev_per_a": [[0.7, 0.1, 1.7], [1.5, -1.1, -2.1], [0.4, 1.4, 4.5], [1.5, -2.9, -1.0], [1.0, -1.9, -1.7], [-2.6, 0.8, -0.6], [0.2, -0.8, -1.0], [-0.8, -0.9, -1.3], [0.3, -0.4, -0.7], [-2.0, -1.1, 0.7], [0.2, 0.3, 0.9], [-0.9, 0.5, -2.0], [0.4, 0.3, 0.5], [-0.4, 2.1, 1.2], [0.1, 1.2, 1.3], [-0.2, 0.2, 0.8], [0.4, 0.5, -0.2], [-0.5, 1.0, -0.8], [0.5, 0.6, 0.0]],
  "mulliken_charge": [-0.46, 1.30, -0.75, -0.53, -0.91, 0.87, -0.53, -0.18, -0.76, -0.13, 0.30, 0.09, 0.32, 0.15, 0.31, 0.41, 0.45, 0.02, 0.03]
}

No. 4
{
  "formula": "C23H13N6O7S2W",
  "method": "the ωB97M-V functional and the def2-TZVPD basis",
  "lumo_energy_ha": -0.2341,
  "relative_energy_ev": 0.000,
  "homo_lumo_gap_ev": 5.94,
  "total_charge": 1,
  "elements": ["W", "S", "C", "S", "C", "C", "N", "C", "N", "C", "N", "C", "C", "C", "C", "C", "N", "C", "C", "C", "C", "C", "C", "H", "H", "H", "H", "H", "H", "H", "H", "H", "H", "H", "O", "C", "O", "C", "C", "C", "C", "C", "C", "O", "N", "O", "O", "N", "O", "O", "H", "H"],
  "coordinates": [[0.3436, -0.1465, -0.5660], [2.4888, 0.8797, -0.5013], [2.3726, 1.1485, -2.2212], [0.8860, 0.3939, -2.7633], [3.2205, 1.8407, -3.0037], [4.3873, 2.4397, -2.4327], [5.3142, 2.9330, -1.9675], [2.9548, 1.9903, -4.4008], [2.7118, 2.1227, -5.5154], [0.1957, 0.9630, 2.4067], [0.5444, -0.1479, 1.4619], [1.1377, -1.2383, 1.9970], [1.5292, -2.2347, 1.1473], [2.1062, -3.5251, 1.2534], [2.1632, -4.0344, -0.0232], [1.6190, -3.0615, -0.8861], [1.2631, -1.9761, -0.1944], [1.1537, 2.1221, 2.3304], [0.9497, 3.1546, 1.4172], [1.8591, 4.1964, 1.3286], [2.9754, 4.2158, 2.1531], [3.1709, 3.2046, 3.0818], [2.2574, 2.1643, 3.1739], [0.2247, 0.5203, 3.4031], [-0.8307, 1.2664, 2.2118], [1.2635, -1.2982, 3.0719], [2.4176, -4.0067, 2.1663], [2.5359, -4.9967, -0.3301], [1.4835, -3.1151, -1.9556], [0.0664, 3.1540, 0.7896], [1.6941, 4.9990, 0.6219], [3.6852, 5.0289, 2.0823], [4.0279, 3.2301, 3.7411], [2.4084, 1.3815, 3.9095], [-2.8533, 2.2845, -0.7575], [-2.3684, 1.2102, -0.6942], [-1.0357, 1.0748, -0.2762], [-3.0364, -0.0960, -0.9124], [-4.4239, -0.1197, -0.8257], [-5.0769, -1.3312, -0.9092], [-4.4039, -2.5270, -1.0575], [-3.0257, -2.4936, -1.1386], [-2.3261, -1.2858, -1.1200], [-1.0006, -1.2636, -1.3611], [-2.3041, -3.7698, -1.2451], [-2.8649, -4.6769, -1.8066], [-1.1967, -3.8172, -0.7386], [-6.5537, -1.3568, -0.8075], [-7.0855, -2.4409, -0.8714], [-7.1079, -0.2895, -0.6784], [-4.9800, 0.7964, -0.6818], [-4.9371, -3.4662, -1.1054]],
  "atomic_forces_ev_per_a": [[-0.1, 0.0, 0.0], [-0.2, 0.3, 0.0], [0.0, -0.1, 0.0], [0.2, -0.2, -0.2], [-0.1, -0.2, 0.2], [0.1, 0.1, -0.1], [0.0, 0.0, 0.1], [0.0, 0.1, -0.1], [0.0, -0.1, 0.0], [0.1, -0.1, 0.1], [0.2, -0.1, 0.2], [0.1, 0.0, 0.0], [0.1, 0.1, 0.0], [-0.1, 0.1, 0.0], [0.0, 0.0, -0.1], [0.0, 0.0, 0.0], [-0.2, -0.1, 0.0], [-0.1, 0.1, 0.0], [-0.1, 0.0, 0.1], [0.0, 0.0, 0.0], [0.0, 0.0, 0.0], [0.0, 0.0, 0.0], [0.1, -0.1, -0.1], [0.0, 0.1, 0.0], [0.0, 0.0, -0.1], [0.0, 0.0, 0.0], [0.0, 0.0, 0.0], [0.0, 0.0, 0.0], [0.0, 0.0, 0.0], [0.0, 0.0, 0.0], [0.0, 0.0, 0.0], [0.0, 0.0, 0.0], [0.0, 0.0, 0.0], [0.0, 0.0, 0.0], [-0.1, 0.0, -0.1], [0.2, 0.0, 0.2], [0.0, -0.1, 0.0], [-0.1, -0.1, 0.0], [0.0, -0.1, 0.0], [0.0, 0.0, 0.0], [0.1, 0.0, 0.0], [-0.1, 0.1, -0.1], [-0.1, 0.2, -0.1], [0.0, 0.0, 0.1], [0.1, 0.1, -0.1], [0.0, 0.0, 0.0], [-0.1, -0.1, 0.0], [0.0, 0.0, -0.1], [0.0, 0.0, 0.0], [0.0, 0.0, 0.0], [0.0, 0.0, 0.0], [0.0, 0.0, 0.0]],
  "mulliken_charge": [1.25, -0.23, 0.44, -0.35, 1.03, -0.16, -0.35, -0.20, -0.34, -1.72, 0.34, 0.27, -0.25, -0.93, -0.66, -0.34, 0.28, 0.74, 0.13, -0.74, -0.50, -0.71, -0.37, 0.65, 0.30, 0.50, 0.52, 0.48, 0.49, 0.40, 0.45, 0.42, 0.41, 0.39, -0.49, 0.36, -0.51, 0.92, -0.91, -0.41, -0.45, -0.16, 0.53, -0.44, 0.87, -0.54, -0.51, 1.04, -0.59, -0.59, 0.62, 0.63]
}